{"formula": "C45H39CaF3N7O6S2", "method": "wB97M-V/def2-TZVPD", "species": ["Ca", "C", "O", "C", "C", "C", "C", "C", "C", "N", "N", "C", "O", "C", "C", "C", "C", "C", "C", "C", "O", "H", "H", "H", "H", "H", "H", "H", "H", "H", "H", "H", "H", "C", "C", "C", "N", "C", "S", "N", "C", "O", "C", "C", "C", "C", "C", "C", "H", "H", "H", "H", "H", "H", "H", "H", "H", "H", "H", "H", "H", "H", "S", "C", "C", "C", "N", "C", "C", "C", "C", "C", "N", "C", "C", "H", "H", "H", "H", "H", "H", "H", "H", "F", "C", "F", "F", "C", "O", "O", "N", "C", "C", "C", "C", "C", "C", "C", "H", "H", "H", "H", "H"], "xyz": [[0.23692, 1.16415, -0.20060], [2.65236, -1.18733, -3.97024], [3.14954, 0.19240, -3.98696], [3.79918, 0.68026, -2.84889], [5.11811, 1.05786, -3.02119], [5.86052, 1.65097, -2.00829], [5.20942, 1.86709, -0.81606], [3.85984, 1.52546, -0.58964], [3.32556, 1.85321, 0.72523], [2.12724, 1.75523, 1.14171], [1.87932, 2.22264, 2.40176], [0.64853, 2.68747, 2.43819], [-0.21304, 2.80368, 1.49183], [0.09738, 3.08469, 3.83382], [-0.91626, 3.99925, 3.88784], [-1.52689, 4.32662, 5.10901], [-1.14947, 3.64566, 6.26004], [-0.06687, 2.76901, 6.20871], [0.58215, 2.52423, 5.00797], [3.14637, 0.82313, -1.57824], [1.91879, 0.29023, -1.48187], [1.61988, -1.17596, -3.58674], [3.23407, -1.79768, -3.30614], [2.67491, -1.58561, -5.01314], [5.55794, 0.76012, -3.98456], [6.88757, 1.86191, -2.07206], [5.74707, 2.40402, -0.03094], [4.01395, 2.18605, 1.47263], [-1.25151, 4.50098, 2.94051], [-2.38690, 5.02854, 5.12578], [-1.71954, 3.85979, 7.15846], [0.25368, 2.20338, 7.08102], [1.38235, 1.83017, 4.90276], [3.74240, -4.85424, 1.46366], [3.90485, -3.35413, 1.68201], [3.35811, -2.51722, 0.57024], [1.93857, -2.58471, 0.42813], [1.32398, -3.31582, -0.51520], [2.03936, -4.39324, -1.61982], [-0.08621, -3.10907, -0.50155], [-0.89914, -3.49474, 0.53417], [-2.05206, -3.08857, 0.70031], [-0.26702, -4.42312, 1.61696], [0.18061, -5.72513, 1.34193], [0.52906, -6.57774, 2.41247], [0.54333, -6.05693, 3.69161], [0.20919, -4.75605, 3.97331], [-0.28597, -3.97849, 2.92191], [3.94514, -5.41028, 2.37968], [4.37024, -5.22900, 0.69665], [2.77955, -5.15347, 1.04913], [4.96806, -3.14372, 1.75642], [3.47980, -3.09798, 2.69281], [3.77591, -2.77007, -0.41783], [3.61012, -1.41748, 0.72623], [1.31559, -2.00393, 0.95132], [-0.51709, -2.32639, -1.04224], [0.19529, -6.11734, 0.31945], [0.76678, -7.60773, 2.19596], [0.93050, -6.70404, 4.46346], [0.36441, -4.30672, 4.91539], [-0.72521, -3.00418, 3.12447], [-1.90438, 5.23574, -5.44480], [-1.44401, 4.17681, -4.10120], [-0.29162, 3.39961, -4.23751], [0.13761, 2.61191, -3.18799], [-0.49201, 2.63205, -2.01288], [-1.57193, 3.41356, -1.88269], [-2.08853, 4.18013, -2.88791], [-3.01430, 4.22833, -6.33390], [-3.31545, 2.92604, -6.00315], [-4.09013, 2.20632, -6.87114], [-4.69143, 2.71164, -7.97799], [-4.39275, 3.95120, -8.28219], [-3.56991, 4.75196, -7.50069], [0.34165, 3.40912, -5.08622], [0.99054, 1.98149, -3.26390], [-2.06016, 3.32083, -0.90461], [-3.01015, 4.66765, -2.73082], [-2.90218, 2.52284, -5.09821], [-4.23918, 1.17328, -6.64437], [-4.77981, 4.30432, -9.26811], [-3.27496, 5.70220, -7.82785], [-1.72279, -2.30891, -3.03475], [-2.73192, -1.42387, -2.83407], [-3.69233, -2.06058, -2.17380], [-3.13645, -1.13071, -4.12190], [-2.28492, -0.21501, -1.99575], [-2.82052, 0.86432, -2.26838], [-1.42885, -0.42768, -1.09730], [-0.42988, -0.25721, 1.87268], [-1.36108, -0.31356, 2.54723], [-2.42860, -0.40363, 3.45846], [-3.42098, -1.38524, 3.26571], [-4.47775, -1.43776, 4.17543], [-4.49339, -0.57727, 5.26575], [-3.49422, 0.40891, 5.44196], [-2.48283, 0.51461, 4.47940], [-3.32310, -2.06906, 2.41440], [-5.20635, -2.18277, 4.01522], [-5.34609, -0.57725, 5.96689], [-3.59535, 1.04038, 6.28772], [-1.64979, 1.14518, 4.68055]], "forces_ev_per_angstrom": [[-0.42, -0.57, -0.02], [-0.68, 1.13, -0.24], [-0.02, -0.62, 0.45], [0.25, -0.20, -0.13], [-0.02, -0.78, -0.99], [-1.37, -0.44, 0.62], [-0.04, 0.66, 0.34], [0.33, -0.34, 0.33], [0.01, -0.43, 0.22], [0.01, -0.20, -1.55], [-0.89, 0.37, 0.70], [-0.99, 0.15, 1.16], [0.76, -0.33, -0.02], [1.37, -0.26, -1.27], [-1.38, 1.60, -0.52], [-0.52, -0.19, -0.59], [-0.07, 0.49, -0.17], [0.08, -0.35, 0.25], [-0.72, 0.08, -0.19], [-1.91, -1.13, -1.49], [1.36, 1.31, 0.62], [0.33, -0.11, -0.22], [0.46, -0.35, 0.24], [0.12, 0.48, 0.81], [-0.10, 0.43, 0.39], [1.11, 0.32, -0.39], [-0.19, -0.27, 0.00], [0.83, 0.56, 0.31], [0.34, -0.71, 1.04], [0.77, -0.47, 0.03], [0.30, -0.25, 0.16], [-0.09, 0.27, 0.04], [0.57, -0.42, 0.21], [-0.67, -0.14, 0.24], [0.07, -0.67, 1.18], [0.68, 2.27, -0.36], [-0.83, -1.23, -1.39], [0.54, -0.45, -0.47], [-0.62, 1.15, 0.97], [-1.34, 0.45, 0.29], [-0.01, -0.08, 1.24], [1.32, -0.51, -0.44], [-0.50, -0.35, -1.18], [-0.21, -0.48, 0.31], [-0.61, 1.23, -1.33], [0.92, -0.96, 0.47], [-0.42, 0.37, -1.75], [-0.11, 0.46, 0.61], [-0.09, -0.03, -0.01], [1.17, -0.16, -0.70], [-0.35, 0.30, 0.58], [0.24, 0.16, 0.08], [0.12, 0.08, -1.04], [0.00, -0.15, 0.47], [-0.25, -1.22, -0.08], [-0.02, 0.54, 0.45], [0.54, -0.53, 0.10], [0.00, 0.31, 0.34], [0.17, -0.07, 0.15], [-0.08, -0.03, 0.35], [-0.14, 0.16, 1.05], [0.28, -0.01, -0.01], [-0.02, 0.42, 0.27], [1.23, -0.11, -0.48], [-0.22, 0.08, 0.50], [-0.92, 0.67, 0.55], [-0.03, 0.40, -0.12], [0.35, -1.24, 1.23], [0.03, -0.31, -0.22], [-0.36, 0.42, -0.76], [0.35, 0.26, 0.22], [-0.92, 0.33, -0.60], [0.59, -1.42, 0.77], [0.01, 0.82, -0.80], [0.05, -1.04, 0.27], [0.08, 0.14, -1.02], [0.66, -0.49, -0.09], [0.10, 0.32, -0.45], [-0.77, 0.75, 0.06], [-0.03, -0.58, 0.11], [-0.39, -0.57, -0.06], [0.21, -0.04, 1.00], [0.18, 1.33, -0.45], [-0.07, 0.04, 0.33], [0.86, -0.44, -1.20], [-0.56, -0.20, -0.33], [-0.19, 0.05, 1.50], [0.02, 1.72, -0.09], [-0.17, -0.53, -0.11], [0.42, -0.48, -0.08], [-0.31, -0.10, 0.00], [1.40, -0.13, -0.77], [-1.27, -0.65, -0.42], [0.18, 0.35, 0.13], [1.41, 0.41, -0.27], [-0.16, 1.02, 0.29], [-0.84, -1.48, -1.47], [-0.52, -0.39, 2.01], [-0.14, 0.24, 0.35], [-0.91, -0.61, 0.06], [0.59, -0.23, -0.36], [0.33, 0.65, 0.50], [0.38, 0.77, -0.24]], "homo_energy_ev": -5.003, "spin_multiplicity": 1, "charge": -1, "homo_lumo_gap_ha": 0.258, "lumo_ev": 2.03}



{"formula": "C46H65BiNP2S3Sb", "method": "wB97M-V/def2-TZVPD", "species": ["Bi", "C", "C", "S", "C", "C", "S", "C", "C", "S", "H", "H", "H", "H", "H", "H", "H", "H", "H", "H", "H", "H", "C", "C", "P", "C", "C", "C", "C", "C", "C", "C", "C", "C", "C", "C", "C", "C", "P", "C", "C", "C", "C", "C", "C", "C", "C", "C", "C", "C", "C", "H", "H", "H", "H", "H", "H", "H", "H", "H", "H", "H", "H", "H", "H", "H", "H", "H", "H", "H", "H", "H", "H", "H", "H", "H", "H", "N", "C", "C", "C", "C", "C", "Sb", "C", "C", "C", "C", "C", "C", "C", "C", "H", "H", "H", "H", "H", "H", "H", "H", "H", "H", "H", "H", "H", "H", "H", "H", "H", "H", "H", "H", "H", "H", "H", "H", "H", "H", "H"], "xyz": [[-19.04439, -9.28900, -1.34910], [-25.38399, -9.46976, 1.04964], [-25.00181, -10.84620, 0.57024], [-23.62044, -10.99472, -0.54722], [-23.93853, -9.94197, -2.07038], [-23.37351, -8.54963, -2.13604], [-21.96278, -8.19299, -1.06610], [-22.61097, -7.58845, 0.49730], [-22.70119, -8.59873, 1.59382], [-24.33322, -8.73386, 2.30255], [-26.37769, -9.47285, 1.53773], [-25.36633, -8.76126, 0.19826], [-25.85493, -11.36334, 0.05897], [-24.63679, -11.41498, 1.38388], [-25.02017, -9.91563, -2.23019], [-23.50961, -10.57417, -2.84581], [-24.20235, -7.84092, -1.93660], [-23.05117, -8.33992, -3.15622], [-23.57942, -7.18073, 0.23183], [-22.00600, -6.65168, 0.71819], [-22.05004, -8.30072, 2.43129], [-22.41599, -9.54360, 1.18390], [-20.21129, -14.29081, -1.37278], [-19.67392, -14.52582, -2.81246], [-19.81932, -13.22167, -4.10885], [-21.45820, -13.62012, -4.84990], [-22.47753, -14.22160, -4.04049], [-23.49476, -14.92745, -4.62351], [-23.52886, -15.11847, -5.98494], [-22.67821, -14.36815, -6.77574], [-21.63200, -13.63242, -6.22791], [-18.71176, -13.98075, -5.32223], [-18.93268, -15.23032, -5.88854], [-18.01655, -15.67236, -6.84647], [-16.81356, -14.93803, -7.13965], [-16.53622, -13.83337, -6.35195], [-17.54600, -13.29806, -5.57057], [-20.28359, -12.82063, -0.94321], [-18.68716, -12.12813, -0.35144], [-17.44039, -13.43596, -0.36915], [-16.94142, -14.22600, 0.73949], [-15.93151, -15.11541, 0.59436], [-15.46858, -15.44974, -0.66994], [-15.81134, -14.61192, -1.77625], [-16.75893, -13.58006, -1.61236], [-18.88700, -11.83677, 1.45508], [-17.66412, -11.75489, 2.18720], [-17.69822, -11.57734, 3.58041], [-18.93644, -11.46043, 4.25279], [-20.14175, -11.51663, 3.53205], [-20.11917, -11.67022, 2.15463], [-19.55712, -14.80486, -0.68840], [-21.19684, -14.86155, -1.28611], [-20.19473, -15.41686, -3.27149], [-18.59922, -14.75961, -2.68483], [-22.35764, -14.20744, -2.92028], [-24.34249, -15.35450, -4.02991], [-24.19574, -15.85700, -6.46797], [-22.85460, -14.33335, -7.86758], [-20.96271, -13.08331, -6.91072], [-19.81184, -15.81550, -5.68500], [-18.20465, -16.60284, -7.30294], [-16.16631, -15.30955, -7.96480], [-15.52070, -13.43576, -6.40911], [-17.50214, -12.26198, -5.27463], [-21.00756, -12.66916, -0.14745], [-20.65304, -12.14627, -1.74021], [-17.51199, -14.10603, 1.70326], [-15.48091, -15.61320, 1.46318], [-14.80504, -16.29205, -0.82503], [-15.33574, -14.75973, -2.73756], [-17.05463, -12.88404, -2.39717], [-16.74607, -11.70224, 1.65907], [-16.79749, -11.41365, 4.15304], [-18.93940, -11.41195, 5.34381], [-21.05496, -11.27477, 4.06833], [-21.02191, -11.79197, 1.57016], [-19.68042, -10.59362, -4.47098], [-19.49561, -10.09593, -3.42999], [-15.76159, -8.37541, 0.74079], [-16.38033, -6.98257, 0.46252], [-15.36028, -5.87446, 0.48973], [-17.51152, -6.73662, 1.40095], [-16.95977, -6.99225, -1.75099], [-15.67134, -8.08950, -3.66559], [-15.61440, -9.50805, -3.21617], [-14.36043, -7.28265, -3.74864], [-16.58548, -7.83426, -4.89440], [-18.32263, -5.28176, -2.39215], [-18.87158, -4.67526, -1.09037], [-17.40241, -4.25548, -3.10578], [-19.46302, -5.82261, -3.27986], [-15.39908, -8.40561, 1.78303], [-14.92360, -8.64765, 0.07904], [-16.51103, -9.18566, 0.76265], [-14.70072, -5.90669, -0.38556], [-14.79592, -5.99088, 1.46112], [-15.84859, -4.88898, 0.48890], [-17.16744, -6.95254, 2.43105], [-18.34776, -7.44092, 1.13314], [-17.92175, -5.70839, 1.39749], [-14.89287, -9.62635, -2.35250], [-15.25427, -10.16681, -4.01310], [-16.63071, -9.88434, -2.97508], [-13.59840, -7.73344, -3.06808], [-14.35038, -6.21583, -3.42492], [-14.01193, -7.32681, -4.80701], [-17.55586, -8.36558, -4.76346], [-16.20747, -8.29965, -5.82545], [-16.73051, -6.76850, -5.11153], [-18.11269, -4.12247, -0.49331], [-19.36935, -5.48990, -0.50265], [-19.71810, -3.97880, -1.37851], [-16.81799, -3.77696, -2.34337], [-18.02577, -3.47679, -3.66557], [-16.66233, -4.63685, -3.80466], [-20.34904, -5.75010, -2.62802], [-19.42641, -6.87477, -3.59260], [-19.61025, -5.27327, -4.21033]], "forces_ev_per_angstrom": [[-0.42, -0.78, -0.01], [0.18, 0.82, -0.67], [-1.32, -0.01, -1.38], [0.78, 0.53, -1.26], [-0.33, -1.66, 0.83], [-0.69, 0.72, 0.21], [0.50, 0.30, -0.88], [0.42, 2.04, -0.63], [0.24, 0.27, 0.55], [-0.32, 0.01, 1.35], [0.44, 0.06, -0.43], [-0.57, -0.35, 0.24], [0.49, 0.43, 0.78], [-0.01, -0.91, 1.00], [0.12, -0.09, -0.04], [-0.01, 0.02, -0.08], [0.72, -0.02, 0.16], [0.14, 0.04, 0.04], [-0.32, 0.07, 0.02], [-0.53, -1.27, 0.06], [-0.24, -0.34, -0.22], [0.46, -0.63, 0.16], [-1.26, -0.62, -0.85], [-0.28, -1.49, 0.03], [-0.35, -0.21, 0.42], [-0.40, -1.12, 1.00], [1.72, 0.84, 0.78], [-1.70, -0.93, 0.96], [-0.35, -0.22, -1.09], [-0.05, 0.19, -1.14], [-0.17, 0.49, -0.39], [-0.53, -0.06, 0.36], [1.16, -0.04, -1.06], [0.79, 1.47, 0.55], [-1.28, -1.56, 0.34], [0.77, -0.40, -1.18], [0.29, 0.44, -0.07], [-0.63, 0.43, -0.41], [-0.16, 0.10, 1.05], [2.19, -0.89, -0.52], [-3.10, 2.25, 0.24], [0.85, -1.40, 0.23], [-0.04, 1.54, -1.64], [-0.39, -0.26, 1.05], [-0.13, -0.47, 1.21], [0.33, 0.30, 0.99], [-1.94, 0.95, 0.84], [-1.06, 0.38, -0.37], [0.38, -0.68, -0.68], [0.73, 0.81, 0.50], [1.12, -0.75, -1.09], [0.27, -0.31, 0.31], [1.00, 1.29, 0.13], [0.74, 0.53, 0.79], [-0.54, 0.07, -0.60], [-0.36, 0.10, -1.36], [1.15, 0.23, -0.31], [0.11, 0.80, 0.48], [0.38, -0.26, 0.71], [-0.21, -0.40, 0.51], [-0.19, -0.09, 0.14], [-0.10, -0.87, -0.78], [-0.28, 0.35, 1.03], [-0.51, 0.52, -0.13], [0.37, 0.11, 0.61], [0.01, -0.17, 0.25], [0.21, -0.44, 0.06], [1.13, -0.24, -0.97], [-0.58, 0.05, -0.33], [0.14, 0.21, 0.08], [-0.11, -0.09, 0.00], [0.34, -0.35, -0.26], [0.80, -0.29, -0.28], [0.19, -0.29, -0.08], [-0.09, 0.28, -0.38], [-0.08, -0.47, -0.20], [-0.25, 0.32, 0.26], [0.21, 1.58, 1.33], [0.23, 0.47, -0.59], [-0.16, -0.01, 0.23], [0.80, -0.58, -1.19], [0.63, 0.28, 0.97], [-1.59, -0.26, 0.10], [-1.14, -1.45, -0.67], [-0.38, 2.04, -0.61], [0.52, -0.50, 1.08], [0.79, -0.37, 0.53], [-0.64, -0.65, 0.67], [1.12, 0.15, -0.42], [-1.13, -0.09, -0.18], [-1.03, 0.44, -0.41], [-0.43, -0.47, 0.78], [0.16, 0.34, -0.30], [-0.35, 0.14, 0.18], [0.07, 0.25, -0.45], [0.32, -0.04, 0.49], [-0.19, 0.40, -1.05], [0.15, -0.24, 0.06], [-0.22, 0.00, -0.39], [0.50, 0.56, 0.67], [0.34, -0.55, -0.14], [-0.99, -0.01, -0.80], [0.10, 0.21, -0.20], [0.67, 0.10, -0.01], [-0.40, 0.08, -0.70], [-0.61, -0.71, -0.57], [-0.03, 0.00, 0.75], [0.38, 0.61, 0.05], [0.48, 0.14, 0.57], [-0.03, -0.29, 0.18], [-0.56, -0.48, -0.36], [0.46, 0.78, -0.16], [1.02, -0.46, 0.36], [0.27, 0.64, 0.35], [0.76, -0.97, 0.86], [-0.26, -0.41, -0.30], [-0.09, -0.05, -0.67], [0.36, 0.12, 0.16], [0.08, 0.33, 0.24]], "homo_energy_ev": [-11.350, -11.350], "spin_multiplicity": 1, "charge": 2, "homo_lumo_gap_ha": [0.161, 0.161], "lumo_ev": [-6.96, -6.96]}